[1]
Computed, not measured: a 4-piece molecular cluster, C24H43NO15S overall, with wB97M-V/def2-TZVPD.

The energy relative to the best compared isomer or geometry (same formula, charge and spin) is 262.39 kcal/mol. As for the total energy: -68611.008 eV. The calculation puts the highest occupied orbital energy at -9.5 eV. The SMILES is C#CCCC[C@@]1(CCCOC(C)=O)OS(=O)(=O)O[C@H]1N.CCOC(=O)OC.CCOC(=O)OC.CCOC(=O)OC.

```
84
Properties=species:S:1:pos:R:3:mulliken_charge:R:1
C 0.617 4.075 -5.289 -0.56
C 1.065 4.475 -3.994 -0.15
C 2.019 4.917 -2.693 -0.16
C 1.414 4.220 -1.337 -0.47
C 2.320 2.969 -0.802 -0.96
C 1.889 2.336 0.640 1.15
C 0.491 2.748 1.375 -0.82
C -0.447 1.444 1.829 -0.60
C -1.208 0.716 0.572 -0.32
O -1.710 1.626 -0.468 -0.26
C -2.426 0.848 -1.533 0.49
C -2.169 1.117 -3.164 -0.56
O -3.356 -0.094 -1.261 -0.54
O 2.000 0.866 0.360 -0.36
S 3.665 0.454 0.310 1.02
O 4.442 0.558 -1.025 -0.58
O 3.995 -0.989 0.777 -0.53
O 4.222 1.789 1.231 -0.42
C 3.057 2.502 1.824 -0.17
N 3.330 3.882 2.380 -0.69
H 0.481 3.861 -6.456 0.32
H 3.122 4.484 -2.824 0.31
H 1.981 6.083 -2.614 0.27
H 1.307 5.060 -0.525 0.35
H 0.302 3.851 -1.568 0.17
H 2.236 2.100 -1.607 0.23
H 3.442 3.320 -0.819 0.42
H 0.742 3.311 2.395 0.30
H -0.223 3.448 0.770 0.35
H -1.289 1.901 2.522 0.41
H 0.193 0.735 2.504 0.15
H -0.475 -0.090 0.110 0.24
H -2.136 0.132 1.036 0.33
H -1.769 0.100 -3.585 0.27
H -1.340 1.940 -3.301 0.09
H -3.209 1.425 -3.650 0.28
H 2.680 1.885 2.764 0.38
H 2.785 3.908 3.294 0.33
H 4.344 3.974 2.690 0.29
C -3.795 7.280 -9.298 -1.09
C -3.490 6.252 -8.222 -0.18
O -2.201 6.477 -7.636 -0.32
C -2.118 7.531 -6.786 0.72
O -3.032 8.285 -6.482 -0.56
O -0.836 7.623 -6.352 -0.29
C -0.591 8.764 -5.532 -0.65
H -3.000 7.297 -10.050 0.29
H -4.746 7.055 -9.790 0.35
H -3.858 8.290 -8.882 0.31
H -3.458 5.256 -8.679 0.28
H -4.267 6.227 -7.449 0.31
H -1.281 8.800 -4.682 0.30
H -0.670 9.677 -6.132 0.30
H 0.428 8.693 -5.145 0.22
C 2.676 -2.905 3.199 -0.91
C 1.944 -2.634 4.503 -0.25
O 0.523 -2.636 4.313 -0.36
C -0.045 -3.855 4.137 0.70
O 0.541 -4.929 4.131 -0.53
O -1.376 -3.677 3.938 -0.32
C -2.074 -4.881 3.630 -0.51
H 2.365 -2.193 2.429 0.19
H 3.758 -2.828 3.340 0.37
H 2.453 -3.905 2.814 0.28
H 2.212 -1.634 4.861 0.30
H 2.230 -3.345 5.287 0.32
H -1.906 -5.646 4.395 0.17
H -1.768 -5.246 2.645 0.29
H -3.143 -4.656 3.597 0.24
C 0.331 -7.863 4.733 -0.82
C 0.888 -9.023 5.540 -0.35
O -0.152 -9.923 5.945 -0.34
C -0.654 -10.720 4.969 0.75
O -0.297 -10.737 3.799 -0.56
O -1.643 -11.477 5.507 -0.33
C -2.329 -12.284 4.553 -0.62
H -0.459 -7.351 5.290 0.19
H 1.121 -7.145 4.493 0.32
H -0.114 -8.205 3.793 0.33
H 1.341 -8.634 6.458 0.33
H 1.673 -9.561 4.995 0.33
H -1.633 -12.916 3.992 0.28
H -2.905 -11.648 3.874 0.29
H -3.024 -12.933 5.092 0.22
```



[2]
Computed, not measured: C24H44AlINO20P2 as an isolated structure, with wB97M-V/def2-TZVPD.

As for the total energy: -101319.825 eV. The calculation puts the highest occupied orbital energy at -3.4 eV. The charge is -1.

```
93
Properties=species:S:1:pos:R:3:mulliken_charge:R:1
N -1.178 -3.782 2.342 -0.77
P -0.649 -2.666 1.048 0.29
O 0.611 -1.844 1.800 -0.28
Al -2.353 -1.063 0.762 0.05
C -3.770 -1.063 2.237 -0.57
O -5.030 -1.740 2.013 -0.50
C -5.700 -1.409 0.864 -0.42
O -5.813 -2.440 -0.097 -0.47
C -4.979 -3.577 0.023 0.49
C -4.529 -3.977 -1.398 -0.57
O -3.159 -4.294 -1.513 -0.48
P -1.511 1.169 0.667 0.06
O -2.624 2.002 -0.286 -0.51
I 0.629 1.113 -0.569 -0.20
H -1.204 -3.231 3.197 0.26
H -2.148 -3.997 2.132 0.35
H 1.416 -2.128 1.357 0.23
H -3.097 -1.309 -0.647 -0.35
H -3.935 -0.039 2.577 0.43
H -3.347 -1.564 3.101 0.33
H -6.720 -1.142 1.149 0.30
H -5.281 -0.524 0.397 0.28
H -4.084 -3.437 0.610 -0.48
H -5.580 -4.402 0.380 0.27
H -5.145 -4.795 -1.757 0.25
H -4.665 -3.094 -2.002 0.30
H -2.810 -4.601 -0.673 0.32
H -2.664 1.602 -1.162 0.32
C 4.143 4.377 -4.811 -1.34
C 4.026 3.036 -4.132 0.55
C 2.622 2.605 -3.785 -0.53
O 2.850 1.723 -2.678 -0.17
C 3.984 2.133 -2.063 0.57
O 4.364 1.750 -1.010 -0.52
O 4.633 3.054 -2.826 -0.37
H 3.534 5.130 -4.315 0.21
H 5.175 4.730 -4.779 0.35
H 3.830 4.311 -5.853 0.41
H 4.537 2.266 -4.720 0.24
H 2.118 2.083 -4.594 0.31
H 1.997 3.432 -3.441 0.30
C -10.811 -3.093 0.017 -1.48
C -9.985 -4.080 0.805 0.58
C -8.518 -3.741 0.916 -0.32
O -7.940 -5.046 1.111 -0.32
C -8.750 -5.943 0.505 0.64
O -8.480 -7.080 0.316 -0.56
O -9.923 -5.360 0.146 -0.39
H -10.310 -2.821 -0.912 0.35
H -11.775 -3.526 -0.247 0.38
H -10.979 -2.188 0.599 0.37
H -10.429 -4.241 1.792 0.28
H -8.284 -3.085 1.750 0.31
H -8.108 -3.314 0.000 0.17
C 4.702 -6.056 2.298 -1.46
C 4.075 -5.436 1.075 0.51
C 3.832 -3.950 1.166 -0.51
O 2.740 -3.774 0.248 -0.26
C 2.039 -4.939 0.226 0.59
O 0.983 -5.074 -0.271 -0.48
O 2.737 -5.919 0.869 -0.38
H 4.213 -5.704 3.206 0.35
H 4.599 -7.141 2.272 0.35
H 5.760 -5.804 2.354 0.38
H 4.658 -5.687 0.181 0.26
H 4.686 -3.349 0.866 0.32
H 3.504 -3.639 2.153 0.34
C 1.517 2.771 3.682 -1.26
C 2.390 1.891 4.543 0.53
C 3.763 2.456 4.816 -0.54
O 4.526 1.273 5.078 -0.35
C 3.937 0.266 4.391 0.64
O 4.427 -0.804 4.247 -0.55
O 2.740 0.647 3.903 -0.23
H 2.066 3.147 2.818 0.32
H 0.648 2.240 3.294 0.23
H 1.173 3.622 4.270 0.39
H 1.873 1.644 5.475 0.23
H 3.795 3.126 5.673 0.30
H 4.188 2.957 3.944 0.32
C 7.508 9.131 -4.444 -1.44
C 6.205 8.995 -3.697 0.51
C 6.217 8.010 -2.551 -0.49
O 4.835 7.632 -2.474 -0.29
C 4.313 7.767 -3.715 0.64
O 3.250 7.366 -4.045 -0.55
O 5.176 8.424 -4.530 -0.36
H 7.938 8.153 -4.662 0.34
H 7.351 9.636 -5.396 0.36
H 8.225 9.703 -3.857 0.38
H 5.853 9.976 -3.367 0.27
H 6.550 8.441 -1.610 0.31
H 6.805 7.117 -2.771 0.29
```



[3]
Computed, not measured: a 6-piece molecular cluster, C24H44BNO16P overall, with wB97M-V/def2-TZVPD.

As for the total energy: -69813.284 eV. The calculation puts the highest occupied orbital energy at -12.4 eV. The charge is +1.

```
87
Properties=species:S:1:pos:R:3:mulliken_charge:R:1
C 0.427 -1.213 2.165 -1.28
C 0.906 -0.049 1.299 0.16
C 0.853 1.305 2.013 -0.73
N -0.322 2.149 1.618 -0.29
P -1.756 1.954 2.439 0.14
B -3.068 0.846 1.382 0.44
C -3.478 -0.592 1.761 -0.71
O -3.565 1.590 0.358 -0.50
H 1.029 -1.265 3.078 0.38
H -0.610 -1.081 2.497 0.17
H 0.506 -2.172 1.650 0.40
H 1.966 -0.212 1.073 0.08
H 0.381 0.012 0.340 0.29
H 0.895 1.167 3.102 0.34
H 1.731 1.895 1.736 0.36
H -0.049 3.123 1.697 0.32
H -2.314 3.230 2.561 0.16
H -1.556 1.523 3.761 0.16
H -3.801 -1.118 0.855 0.28
H -4.355 -0.519 2.427 0.21
H -2.725 -1.179 2.287 0.27
H -3.204 1.477 -0.526 0.35
C -7.820 -0.921 0.143 -1.32
C -8.045 -2.082 1.073 0.45
C -8.189 -1.743 2.541 -0.08
O -7.708 -2.931 3.181 -0.34
C -6.816 -3.511 2.341 0.65
O -6.067 -4.382 2.643 -0.54
O -6.878 -2.930 1.120 -0.38
H -8.736 -0.339 0.045 0.40
H -7.032 -0.267 0.522 0.22
H -7.530 -1.279 -0.844 0.38
H -8.889 -2.690 0.737 0.30
H -9.207 -1.529 2.852 0.38
H -7.538 -0.916 2.834 -0.15
C 4.260 -0.416 -3.438 -1.63
C 3.569 0.037 -2.184 0.89
C 2.861 1.378 -2.249 -0.38
O 2.946 1.829 -0.881 -0.36
C 4.037 1.247 -0.328 0.67
O 4.467 1.546 0.747 -0.60
O 4.527 0.295 -1.127 -0.35
H 3.522 -0.703 -4.189 0.42
H 4.879 0.387 -3.837 0.20
H 4.900 -1.270 -3.242 0.40
H 2.886 -0.733 -1.809 0.26
H 1.819 1.320 -2.551 0.35
H 3.403 2.085 -2.875 0.20
C -8.314 -0.978 7.190 -1.55
C -7.394 -0.387 6.159 0.72
C -6.476 0.728 6.622 -0.50
O -6.283 1.476 5.411 -0.34
C -7.375 1.285 4.628 0.71
O -7.594 1.882 3.623 -0.54
O -8.147 0.304 5.135 -0.36
H -7.742 -1.581 7.896 0.40
H -8.840 -0.194 7.736 0.35
H -9.053 -1.619 6.712 0.37
H -6.814 -1.172 5.662 0.17
H -5.514 0.390 6.997 0.31
H -6.961 1.371 7.360 0.31
C 7.523 3.838 0.425 -1.39
C 7.606 3.684 -1.068 0.44
C 7.564 4.958 -1.891 -0.53
O 6.965 4.509 -3.115 -0.36
C 6.207 3.432 -2.831 0.60
O 5.430 2.928 -3.585 -0.54
O 6.435 3.007 -1.575 -0.21
H 8.455 4.255 0.807 0.41
H 6.698 4.497 0.700 0.33
H 7.352 2.870 0.893 0.32
H 8.472 3.080 -1.353 0.25
H 8.536 5.395 -2.099 0.30
H 6.906 5.705 -1.440 0.31
C 6.632 -4.493 -8.574 -1.43
C 5.803 -4.046 -7.402 0.47
C 5.060 -2.732 -7.561 -0.51
O 4.986 -2.261 -6.210 -0.25
C 6.034 -2.790 -5.529 0.64
O 6.365 -2.455 -4.438 -0.51
O 6.640 -3.741 -6.267 -0.37
H 5.981 -4.817 -9.387 0.38
H 7.268 -3.683 -8.931 0.35
H 7.269 -5.329 -8.288 0.35
H 5.110 -4.832 -7.088 0.26
H 4.058 -2.826 -7.970 0.30
H 5.638 -2.013 -8.148 0.30
```



[4]
Computed, not measured: C24H44Cl3N2O4SiTi as an isolated structure, with wB97M-V/def2-TZVPD.

The energy relative to the best compared isomer or geometry (same formula, charge and spin) is 54.70 kcal/mol. As for the total energy: -105336.336 eV. The calculation puts the highest occupied orbital energy (alpha / beta) at -7.3 / -8.0 eV. The spin multiplicity is 2.

```
79
Properties=species:S:1:pos:R:3:mulliken_spin:R:1
C -0.330 4.652 -1.038 0.00
C 0.031 4.101 -2.379 0.00
H 0.527 5.182 -0.603 0.00
H -0.616 3.849 -0.347 0.00
H -1.146 5.395 -1.109 0.00
C 0.757 4.822 -3.250 0.00
C 1.313 6.169 -2.955 0.00
H 0.917 4.458 -4.257 0.00
H 1.897 6.190 -2.023 0.00
H 0.539 6.937 -2.871 0.00
H 1.979 6.465 -3.774 0.00
Ti -1.050 0.215 1.173 0.99
Cl -2.331 0.854 2.829 0.00
Cl -2.688 0.637 -0.384 0.01
C -2.235 -2.344 0.451 0.01
O -1.335 -1.711 1.089 0.01
N -1.937 -3.433 -0.251 0.00
C -0.607 -4.066 -0.200 0.00
C -2.843 -3.838 -1.314 0.00
H -3.258 -1.977 0.424 0.00
H -0.276 -4.146 0.846 0.00
H 0.157 -3.522 -0.774 0.00
H -0.732 -5.074 -0.612 0.00
H -3.869 -3.819 -0.939 0.00
H -2.570 -4.843 -1.623 0.00
H -2.793 -3.149 -2.172 0.00
H 2.144 1.230 5.854 0.00
H 2.218 1.963 2.397 0.00
C 2.713 0.526 5.222 0.00
C 2.864 1.175 2.823 0.00
N 2.157 0.447 3.881 0.01
H 2.681 -0.468 5.697 0.00
C 0.975 -0.139 3.678 0.01
O 0.405 -0.184 2.551 -0.04
H 3.154 0.487 2.004 0.00
H 0.484 -0.601 4.555 0.01
H 3.754 0.865 5.127 0.00
H 3.763 1.616 3.281 0.00
O -0.252 1.775 -1.773 0.00
C -0.582 2.756 -2.744 0.00
C 0.924 2.138 -4.702 0.00
C -0.348 2.271 -4.163 0.00
H 1.793 2.413 -4.085 0.00
C 1.114 1.625 -5.992 0.00
H -1.662 2.913 -2.623 0.00
C -1.477 1.899 -4.899 0.00
H 2.125 1.554 -6.404 0.00
C -0.016 1.272 -6.746 0.00
C -1.310 1.413 -6.208 0.00
H -2.459 1.991 -4.444 0.00
H 0.120 0.903 -7.769 0.00
H -2.183 1.175 -6.807 0.00
Si 0.759 0.364 -1.561 -0.01
Cl 0.591 2.024 0.665 -0.01
C 2.414 0.511 -2.423 0.00
C -0.338 -0.773 -2.654 0.00
C 1.221 -0.752 -0.107 0.02
H 2.333 0.465 -3.521 0.00
H 3.036 -0.342 -2.112 0.00
H 2.937 1.429 -2.145 0.00
H 1.660 -0.204 0.744 -0.01
H 1.975 -1.463 -0.471 0.00
H 0.409 -1.416 0.247 -0.01
H -0.312 -0.442 -3.706 0.00
H -1.382 -0.686 -2.309 0.00
H -0.031 -1.834 -2.623 0.00
C -1.488 -4.754 5.345 0.00
C -1.528 -3.699 6.478 0.00
C -1.051 -2.396 5.825 0.00
O -0.643 -2.648 4.456 0.00
C -0.895 -4.016 4.121 0.00
H -0.849 -5.602 5.614 0.00
H -2.490 -5.134 5.117 0.00
H -0.853 -3.981 7.283 0.00
H -2.531 -3.594 6.886 0.00
H -1.838 -1.620 5.796 0.00
H -0.180 -1.953 6.338 0.00
H 0.060 -4.468 3.806 0.00
H -1.584 -4.039 3.264 0.00
```



[5]
Computed, not measured: C24H44GaI2NO12P as an isolated structure, with wB97M-V/def2-TZVPD.

As for the total energy: -129529.485 eV. The calculation puts the highest occupied orbital energy at -4.4 eV. The charge is -1.

```
85
Properties=species:S:1:pos:R:3:mulliken_charge:R:1
C 0.031 -9.154 3.794 -1.28
C -0.508 -7.763 4.115 -0.53
C -0.195 -6.705 3.048 -0.76
C -1.362 -6.332 2.106 0.66
C -2.230 -7.520 1.639 -1.04
Ga -2.413 -4.781 2.893 -0.34
P -4.739 -5.176 3.273 0.31
N -5.387 -4.368 4.502 -0.65
C -2.423 -3.198 1.553 -0.57
I -3.105 -3.976 -0.358 -0.04
C -1.145 -2.432 1.342 -0.04
C -0.320 -2.210 2.594 -1.26
I -1.616 -0.448 0.518 -0.03
H -0.188 -9.867 4.589 0.35
H 1.114 -9.117 3.669 0.34
H -0.390 -9.555 2.873 0.30
H -0.050 -7.456 5.056 0.42
H -1.586 -7.812 4.274 0.23
H 0.687 -7.022 2.479 0.46
H 0.109 -5.797 3.572 0.17
H -0.910 -5.915 1.202 0.43
H -3.270 -7.447 1.955 0.24
H -1.863 -8.484 1.988 0.14
H -2.255 -7.574 0.550 0.28
H -1.795 -4.269 4.269 -0.32
H -5.446 -4.916 2.063 -0.01
H -4.961 -6.577 3.342 -0.01
H -5.844 -4.979 5.165 0.15
H -3.229 -2.519 1.817 0.05
H -0.531 -2.881 0.568 0.45
H -0.892 -1.702 3.368 0.31
H 0.557 -1.609 2.360 0.46
H 0.011 -3.172 2.982 0.21
C -5.536 -0.458 1.546 -1.11
C -5.364 0.347 2.819 0.81
C -6.112 -0.169 4.033 -0.57
O -6.381 1.036 4.770 -0.34
C -6.400 2.067 3.897 0.58
O -6.783 3.165 4.157 -0.57
O -5.929 1.679 2.697 -0.40
H -6.138 0.090 0.823 0.40
H -4.564 -0.663 1.104 -0.08
H -6.020 -1.413 1.751 0.35
H -4.305 0.479 3.053 0.22
H -5.538 -0.856 4.647 0.31
H -7.063 -0.630 3.757 0.31
C -1.491 4.599 0.436 -1.32
C -0.741 3.825 -0.635 0.64
C -0.475 4.566 -1.930 -0.57
O -0.479 3.513 -2.900 -0.37
C -1.251 2.499 -2.417 0.56
O -1.629 1.580 -3.060 -0.52
O -1.517 2.708 -1.109 -0.28
H -2.501 4.205 0.532 0.35
H -1.005 4.513 1.405 0.31
H -1.556 5.658 0.186 0.37
H 0.190 3.411 -0.239 0.20
H 0.484 5.079 -1.943 0.32
H -1.275 5.269 -2.173 0.32
C 3.696 2.950 -3.544 -1.23
C 4.476 3.907 -2.659 0.87
C 4.897 3.369 -1.305 -0.59
O 4.905 4.548 -0.488 -0.34
C 4.040 5.438 -1.027 0.65
O 3.660 6.427 -0.491 -0.55
O 3.666 5.038 -2.263 -0.40
H 2.655 3.265 -3.607 0.27
H 4.098 2.927 -4.555 0.25
H 3.722 1.933 -3.153 0.39
H 5.339 4.314 -3.190 0.01
H 5.885 2.918 -1.297 0.32
H 4.166 2.666 -0.901 0.34
C 6.501 6.558 -5.096 -1.26
C 7.232 5.787 -6.181 0.55
C 7.470 6.533 -7.481 -0.57
O 7.450 5.483 -8.453 -0.33
C 6.702 4.464 -7.961 0.57
O 6.330 3.531 -8.588 -0.52
O 6.445 4.671 -6.647 -0.32
H 5.491 6.170 -4.978 0.26
H 7.009 6.465 -4.137 0.29
H 6.434 7.620 -5.329 0.42
H 8.170 5.372 -5.807 0.28
H 8.425 7.049 -7.525 0.31
H 6.660 7.232 -7.700 0.33
```